# 1
C60H50ClNOP2S2Tl | ωB97M-V/def2-TZVPD

Results
- charge = -1
- HOMO (eV) = -2.91
- energy above the lowest of the compared OMol25 structures with the same formula, charge and spin (kJ/mol) = 46.94

CARTESIAN COORDINATES (ANGSTROEM)
1 C 5.038 0.904 -3.467
2 C -3.438 -2.038 4.491
3 C -2.397 -2.813 1.589
4 H 3.271 -3.665 4.515
5 C 0.912 1.122 3.035
6 H -1.995 -5.942 0.337
7 C 2.396 -2.119 3.315
8 C 5.441 -0.238 -2.806
9 H -5.468 -3.443 0.273
10 C -2.383 3.132 1.553
11 H -3.547 1.423 2.109
12 H -5.484 2.756 2.899
13 Cl -1.516 -3.308 -9.224
14 C 5.368 -3.288 -2.434
15 H 7.183 -1.635 -1.190
16 C 0.002 5.052 -1.392
17 C -0.055 2.083 2.742
18 H 0.345 -3.835 -7.115
19 C 0.058 3.077 0.048
20 C 4.577 -0.968 -1.968
21 C 3.729 1.339 -3.288
22 H 3.177 -3.220 -0.880
23 H 2.381 0.374 4.409
24 C -1.480 -2.079 -4.798
25 O 2.839 0.066 1.544
26 C -2.545 0.085 6.044
27 H -0.996 -3.742 4.161
28 C -0.446 -2.854 -5.378
29 C 1.325 2.055 5.206
30 H -4.366 -5.593 -0.272
31 C -0.043 -3.286 3.921
32 H -1.286 0.574 4.379
33 H 5.719 1.432 -4.122
34 C 6.377 -1.980 -0.540
35 H -0.735 -4.171 1.484
36 H -1.605 3.341 -6.389
37 C 2.353 -3.243 4.123
38 C -1.483 -2.808 -7.539
39 C -1.509 -1.750 -3.404
40 H -0.929 -2.407 -2.752
41 H 3.188 4.355 -0.394
42 C -0.139 2.960 -4.868
43 C -3.819 -4.817 0.250
44 H -3.911 -0.630 7.541
45 C -1.779 -4.014 1.248
46 H 4.476 -3.440 -3.046
47 N 1.567 1.158 -2.408
48 C 2.122 4.221 -0.526
49 C -2.491 -2.002 -7.034
50 C 1.126 -3.824 4.434
51 H 2.571 -1.030 -1.168
52 C -3.463 5.270 1.861
53 C -2.364 4.523 1.458
54 C 2.855 0.646 -2.450
55 C -0.015 -2.168 3.087
56 H 4.511 -3.710 0.170
57 P -0.961 2.033 1.110
58 C -0.334 3.015 3.746
59 C -2.459 -1.186 3.986
60 C 1.434 2.188 -3.175
61 H 0.666 2.814 -5.579
62 C 1.424 3.261 0.200
63 H -3.279 -1.655 -7.692
64 H 6.452 -0.592 -2.966
65 C 1.214 -1.582 2.822
66 H 6.716 -2.894 -0.043
67 C -1.415 3.233 -5.329
68 C -3.726 -2.614 1.205
69 C 5.087 -2.263 -1.324
70 H -2.190 0.914 6.644
71 H -4.203 -1.664 1.417
72 H -0.586 5.828 -1.872
73 H -1.080 3.777 3.573
74 H 1.957 2.693 0.960
75 C -0.670 3.721 -1.119
76 H 3.333 -1.646 3.048
77 H -3.800 -2.866 3.894
78 C -3.523 2.508 2.054
79 Tl -0.761 0.120 -1.643
80 C -3.510 -0.779 6.546
81 H 1.830 6.094 -1.564
82 C -2.489 -5.011 0.589
83 H 1.859 2.049 6.149
84 C -4.435 -3.611 0.555
85 C -2.031 -0.113 4.772
86 C -2.166 3.257 -3.060
87 C -0.874 3.070 -2.552
88 H -2.968 3.406 -2.343
89 C 1.346 5.183 -1.222
90 C -2.451 3.314 -4.415
91 C -0.452 -3.223 -6.711
92 H 6.175 -2.953 -3.090
93 H -5.438 5.224 2.709
94 C 4.066 -2.860 -0.354
95 C -4.613 3.254 2.488
96 H 0.097 3.743 5.712
97 H -2.499 -1.518 -3.006
98 S 1.373 -0.093 1.778
99 H -3.277 -1.009 -5.316
100 H -4.714 -2.509 6.149
101 H -3.443 6.349 1.766
102 H -1.474 5.013 1.070
103 H 0.373 -3.179 -4.744
104 C -3.959 -1.833 5.764
105 H 5.657 -4.249 -1.997
106 C -4.586 4.639 2.386
107 H -1.707 3.895 -0.824
108 H 3.757 -2.119 0.384
109 C 1.616 1.119 4.234
110 C 0.129 2.787 -3.512
111 C -2.482 -1.641 -5.699
112 H 6.198 -1.217 0.221
113 C 3.283 -0.511 -1.794
114 H 1.085 -4.698 5.073
115 C 0.337 3.000 4.960
116 S 2.889 2.652 -4.032
117 P -1.545 -1.395 2.390
118 H -3.471 3.447 -4.753

Cartesian forces, eV/Å:
C 0.068 -0.067 0.040
C -0.019 0.023 0.004
C 0.080 0.043 0.119
H -0.024 0.015 -0.021
C 0.074 0.007 -0.043
H 0.000 0.037 -0.018
C 0.085 -0.030 -0.044
C -0.007 0.008 -0.054
H 0.031 0.015 -0.002
C 0.090 -0.017 0.164
H 0.003 0.028 0.027
H 0.008 0.001 -0.023
Cl 0.017 0.044 0.060
C 0.045 0.039 0.041
H -0.026 0.013 0.022
C -0.101 -0.173 -0.004
C 0.002 -0.051 -0.136
H 0.002 -0.001 0.022
C -0.089 -0.129 -0.110
C 0.002 -0.069 0.012
C -0.073 0.041 -0.045
H 0.025 0.032 0.034
H 0.044 -0.028 -0.033
C 0.052 0.055 -0.144
O -0.092 -0.127 0.157
C -0.015 -0.032 -0.014
H -0.014 0.007 0.002
C -0.046 0.012 0.043
C 0.001 -0.004 0.061
H 0.009 0.015 0.024
C 0.025 -0.075 -0.001
H -0.079 -0.109 0.106
H -0.011 0.002 0.018
C -0.026 -0.001 0.032
H 0.019 -0.039 0.056
H 0.045 -0.033 0.009
C -0.109 -0.043 0.035
C -0.011 0.006 0.004
C 0.128 0.317 0.221
H -0.130 -0.122 -0.057
H -0.028 0.005 0.022
C 0.057 -0.244 -0.072
C 0.011 -0.016 -0.012
H -0.005 -0.002 -0.017
C -0.075 0.016 -0.002
H 0.017 -0.028 0.015
N 0.054 -0.087 -0.086
C 0.106 0.006 -0.095
C 0.016 0.040 -0.003
C 0.061 0.046 -0.021
H 0.044 0.005 0.043
C 0.021 -0.020 -0.022
C -0.045 0.057 0.031
C 0.012 0.003 0.042
C -0.305 0.027 -0.005
H -0.028 0.014 -0.037
P -0.022 0.277 0.060
C 0.104 0.076 0.035
C 0.175 -0.145 -0.035
C 0.223 0.122 -0.097
H -0.045 -0.071 -0.015
C -0.173 0.038 0.045
H -0.013 -0.015 0.027
H -0.022 0.020 0.028
C 0.230 0.190 -0.089
H 0.003 0.031 -0.023
C -0.078 0.054 -0.028
C -0.001 0.013 0.042
C -0.050 0.046 -0.037
H -0.008 0.004 -0.037
H -0.036 -0.008 0.012
H 0.010 -0.002 0.030
H -0.058 0.021 -0.027
H 0.023 0.017 -0.042
C 0.378 -0.151 -0.086
H -0.006 0.028 -0.017
H 0.037 -0.041 -0.013
C -0.027 0.052 0.015
Tl -0.145 -0.330 -0.156
C 0.020 0.000 -0.019
H -0.021 0.011 -0.004
C 0.051 0.041 -0.008
H -0.012 -0.007 -0.045
C -0.003 0.036 0.002
C 0.006 0.100 -0.059
C -0.018 -0.060 0.070
C -0.005 0.446 0.043
H 0.020 0.088 -0.040
C 0.024 -0.048 0.024
C 0.002 -0.075 0.014
C 0.044 0.024 0.004
H -0.037 -0.020 0.010
H 0.009 -0.007 -0.007
C -0.030 0.028 -0.085
C 0.037 -0.033 -0.025
H -0.008 -0.017 -0.015
H 0.001 -0.167 -0.025
S -0.001 -0.056 -0.190
H -0.004 -0.030 -0.027
H -0.003 0.010 -0.021
H 0.008 -0.013 0.022
H -0.027 -0.021 0.008
H -0.021 -0.037 -0.015
C -0.007 -0.004 -0.047
H 0.009 0.034 -0.024
C 0.012 -0.016 -0.003
H -0.061 0.002 -0.030
H -0.031 0.015 0.100
C -0.025 -0.088 0.019
C -0.115 0.014 0.234
C 0.016 -0.020 0.073
H 0.021 -0.032 -0.015
C -0.067 0.020 0.035
H -0.012 0.024 -0.017
C -0.071 0.044 -0.106
S -0.050 0.164 0.105
P -0.056 -0.042 0.106
H 0.008 0.034 0.020

---

# 2
C3H12N2 | ωB97M-V/def2-TZVPD

Results
- charge = 0
- HOMO (eV) = -9.50
- structure (SMILES) = NCN.CC
- energy above the lowest of the compared OMol25 structures with the same formula, charge and spin (kJ/mol) = 33.71

CARTESIAN COORDINATES (ANGSTROEM)
1 H 1.403 1.651 -1.597
2 C 0.033 0.654 -3.005
3 H -0.351 1.381 -3.711
4 H -0.480 0.951 2.109
5 C -0.369 -1.131 2.186
6 H -0.708 0.582 -2.211
7 H 2.063 1.487 -3.155
8 H 0.722 -1.188 2.246
9 C 1.403 0.968 -2.457
10 H -1.836 -1.731 3.460
11 N -0.888 -1.388 3.520
12 H -0.396 0.270 0.720
13 H -0.922 -0.519 4.037
14 H -0.724 -1.944 1.563
15 H 0.010 -0.342 -3.446
16 H 1.884 0.169 -1.890
17 N -0.846 0.128 1.630

Cartesian forces, eV/Å:
H -0.710 0.577 -0.294
C -0.368 -0.712 0.435
H 0.158 0.122 -0.192
H -0.110 -0.407 0.577
C 0.091 -0.005 0.790
H -0.054 0.149 0.214
H 0.137 -0.646 -0.147
H 0.061 0.017 -0.094
C 0.565 1.056 1.371
H -0.150 0.090 0.018
N 0.072 0.030 -0.090
H -0.421 -0.339 -0.067
H 0.030 -0.034 0.174
H 0.088 -0.061 -0.330
H 0.094 0.120 -0.394
H 0.170 -0.671 -0.973
N 0.345 0.714 -0.997

---

# 3
C4H12O | ωB97M-V/def2-TZVPD

Results
- charge = +1
- HOMO (alpha / beta) (eV) = -15.50 / -15.38
- ⟨S²⟩ = 0.754
- energy above the lowest of the compared OMol25 structures with the same formula, charge and spin (kJ/mol) = 38.28
- 2S+1 = 2

CARTESIAN COORDINATES (ANGSTROEM)
1 H 0.063 -0.245 2.841
2 H -2.340 -0.779 -2.962
3 H -1.539 0.048 -0.939
4 H -1.356 -2.279 -2.631
5 H -0.226 -1.158 -0.899
6 H 1.603 0.275 3.393
7 C 0.703 0.643 2.896
8 H 0.193 1.313 3.576
9 C -1.362 -1.205 -2.779
10 H 0.065 1.640 1.011
11 C -0.766 -0.446 -1.526
12 C 0.923 1.069 1.463
13 O 1.170 -0.045 0.701
14 H -0.075 0.306 -1.912
15 H -0.641 -1.011 -3.569
16 H 1.698 1.837 1.283
17 H 1.887 0.035 0.052

Cartesian forces, eV/Å:
H -0.090 -0.015 0.164
H -0.117 -0.268 -0.408
H 0.025 -0.061 0.132
H -0.475 -0.045 0.099
H 0.056 -0.094 0.220
H 0.337 0.293 -0.433
C -0.988 -1.216 0.189
H -0.008 0.610 -0.409
C 1.278 0.644 1.085
H -0.383 -0.307 0.032
C -0.236 -0.252 -0.795
C 1.228 0.770 0.531
O -0.352 -0.410 0.479
H -0.010 0.151 0.212
H -0.439 -0.004 -0.459
H 0.090 -0.113 -0.020
H 0.084 0.316 -0.619

---

# 4
C2HDyF5NO5S2 | ωB97M-V/def2-TZVPD

Results
- charge = +1
- HOMO (alpha / beta) (eV) = -13.50 / -13.04
- ⟨S²⟩ = 12.617
- energy above the lowest of the compared OMol25 structures with the same formula, charge and spin (kJ/mol) = 0.00
- 2S+1 = 7

CARTESIAN COORDINATES (ANGSTROEM)
1 F -2.240 -1.348 2.716
2 S 0.142 -1.186 1.651
3 O 0.775 -0.195 2.599
4 O 0.459 -2.588 1.886
5 Dy -0.762 1.615 2.757
6 O 0.229 1.975 0.809
7 H 3.080 -0.094 -4.976
8 C -1.653 -0.527 1.810
9 O 3.224 -0.140 -5.950
10 S 1.256 1.149 0.059
11 C 0.844 -1.262 -1.125
12 F 2.052 -1.150 -1.677
13 F 0.643 -2.562 -0.906
14 F -2.279 -0.762 0.638
15 O 1.305 1.561 -1.353
16 N 0.641 -0.586 0.210
17 F -0.073 -0.885 -2.017

Cartesian forces, eV/Å:
F 0.171 0.651 0.135
S 1.478 -1.675 -0.433
O -1.215 0.701 0.285
O -1.014 2.778 -0.456
Dy 1.512 -1.581 -2.105
O -2.992 0.403 2.296
H 0.092 -0.013 -0.558
C -0.074 -1.296 -0.640
O -0.094 0.021 0.562
S 4.084 1.417 -2.032
C -1.169 -1.927 0.416
F -0.568 0.730 0.966
F 0.057 -0.120 0.119
F 0.435 0.711 0.689
O -1.111 -1.335 2.180
N -0.087 0.009 -2.037
F 0.496 0.526 0.614